No. 1
A molecular structure, C4H12N2S2 at a distorted geometry, computed with the ωB97M-V functional and the def2-TZVPD basis.

Structure (XYZ):
```
20
Properties=species:S:1:pos:R:3:lowdin_charge:R:1
S 0.50 2.34 0.12 0.720
S 3.15 0.33 -0.05 0.686
N -1.59 0.49 -1.37 -0.060
N -1.27 -0.03 -0.14 -0.213
C 1.41 -0.18 -0.44 -0.788
C 1.21 -1.68 -0.28 -0.148
C -2.12 0.44 0.97 -0.129
C 0.43 0.65 0.39 -0.706
H 0.42 -1.79 0.41 0.041
H 2.89 0.57 1.27 -0.116
H 2.10 -2.24 0.08 0.072
H 0.52 0.35 1.47 0.105
H -1.69 -0.08 1.85 0.085
H -0.95 0.21 -2.13 0.080
H 0.79 -2.05 -1.27 0.097
H -2.20 1.43 1.05 0.007
H -3.20 0.13 0.92 0.094
H 1.06 2.63 -1.20 -0.040
H 1.41 0.03 -1.60 0.112
H -1.76 1.55 -1.56 0.098
```

Its total charge is 0. As for the spin multiplicity: 1. As for the orbital gap: 8.5 eV. The calculation puts the LUMO energy at 0.5 eV.

---

No. 2
13 unconnected molecules or ions with the total composition C2H30O14 at a distorted geometry, computed with the ωB97M-V functional and the def2-TZVPD basis.

Structure (XYZ):
```
46
Properties=species:S:1:pos:R:3:lowdin_charge:R:1
O 1.75 -1.65 2.04 -0.023
O -2.65 1.77 0.42 -0.039
O 2.97 0.18 0.04 -0.069
O -1.10 2.10 -2.15 -0.021
O -0.75 -2.20 3.02 -0.067
O 0.87 2.31 0.33 -0.051
O -0.40 -0.19 -0.36 -0.076
O -2.32 -1.74 0.99 -0.021
O -4.17 1.80 -2.56 -0.066
O 3.58 2.79 0.70 -0.047
O -2.97 -0.73 -1.76 -0.024
O -1.46 -2.81 -2.68 -0.044
O 0.95 -2.29 -1.33 -0.045
O -0.61 0.40 2.15 -0.031
C 4.57 1.87 0.33 -0.263
C 4.09 0.53 0.73 -0.306
H -1.37 2.87 -2.61 0.045
H 2.30 -0.20 0.65 0.058
H 2.23 -2.28 2.58 0.061
H -1.52 -3.60 -2.15 0.056
H -0.02 1.01 2.64 0.105
H -1.95 1.74 1.07 0.002
H -0.67 -3.15 3.32 0.110
H 2.82 2.59 0.19 0.016
H 0.88 -1.72 2.38 -0.044
H 4.84 -0.20 0.46 0.114
H -1.85 -2.00 0.20 0.033
H -1.14 -2.30 2.16 -0.003
H -0.56 1.68 -2.81 0.064
H -3.88 -0.96 -1.62 0.057
H 5.49 2.03 0.84 0.114
H -3.47 1.28 -2.20 -0.044
H 0.55 -1.49 -0.98 -0.015
H 3.78 0.48 1.81 0.142
H -0.53 0.08 0.58 0.000
H -2.90 -1.05 0.74 0.044
H -0.68 -0.40 2.65 0.009
H -2.46 2.46 -0.21 0.023
H -0.70 -2.48 -2.18 -0.003
H -4.76 1.12 -2.93 0.046
H 0.42 3.12 0.21 0.029
H -2.54 -1.51 -2.05 -0.024
H 4.84 1.95 -0.68 0.103
H 0.64 1.72 -0.45 0.057
H -1.16 0.01 -0.88 0.000
H 1.04 -2.94 -0.64 0.039
```

Its total charge is 0. As for the spin multiplicity: 1. As for the orbital gap: 8.9 eV. The calculation puts the LUMO energy at -0.1 eV.

---

No. 3
A molecular structure, C62H173N15O17 at a distorted geometry, computed with the ωB97M-V functional and the def2-TZVPD basis.

Structure (XYZ):
```
267
Properties=species:S:1:pos:R:3:lowdin_charge:R:1
O -4.44 -2.07 -1.22 -0.210
O 5.06 1.02 3.72 -0.227
O 5.70 -3.23 1.10 -0.221
O 0.51 2.73 3.77 -0.179
O 2.51 -5.17 -2.86 -0.228
O 0.53 3.69 -3.84 -0.210
O -2.99 -3.63 4.03 -0.167
O -3.64 2.03 -2.13 -0.200
O 0.55 -7.94 -1.08 -0.212
O -6.74 0.02 1.55 -0.173
O 2.86 3.70 -0.16 -0.162
O 4.43 -1.01 -3.20 -0.143
O -2.66 4.26 6.60 -0.234
O 0.74 -0.10 -0.65 -0.175
O -2.29 -0.38 5.97 -0.185
O 2.31 1.72 -8.52 -0.188
O -3.42 4.40 0.97 -0.147
N -2.20 3.96 3.65 0.059
N 0.46 -2.54 3.34 0.054
N 3.82 -7.57 -2.12 0.042
N -5.96 3.48 2.84 0.054
N 0.75 0.15 -5.53 0.040
N -1.98 1.31 -5.32 0.057
N 0.18 0.11 2.23 0.064
N 0.29 6.85 -5.71 0.040
N -4.57 2.48 5.36 0.037
N 1.30 -5.33 -0.30 0.051
N 2.18 -2.20 0.81 0.077
N -6.71 -3.59 -1.89 0.037
N 2.48 2.50 5.96 0.043
N 5.69 -4.03 -1.54 -0.015
N 5.98 2.91 1.65 0.059
C -1.81 -2.87 4.14 -0.222
C 1.05 3.46 2.67 -0.115
C -3.47 -1.18 -0.76 -0.130
C -1.57 4.84 5.89 -0.168
C -1.49 5.97 -4.22 -0.064
C -2.28 4.34 0.12 -0.129
C 4.91 3.80 1.12 -0.425
C -3.65 1.95 -3.55 -0.199
C -0.77 -4.33 -1.07 -0.046
C 4.28 -3.25 1.33 -0.184
C 3.41 1.42 5.62 -0.414
C -4.00 -3.21 4.95 -0.097
C -5.26 0.19 5.85 -0.060
C 5.57 4.85 0.23 -0.058
C 2.59 0.15 5.43 -0.043
C -6.92 -2.60 -4.03 -0.075
C -2.22 1.74 -3.93 -0.382
C -0.76 -3.34 3.13 -0.416
C 5.72 -2.82 -2.39 -0.324
C -0.01 5.94 -4.61 -0.410
C -3.03 6.18 4.11 -0.043
C -5.90 -2.92 -2.94 -0.405
C -2.87 0.65 5.18 -0.177
C 5.95 -6.63 -1.86 -0.046
C 6.23 0.98 4.50 -0.101
C 1.93 2.42 -9.68 -0.107
C 3.63 -2.06 0.68 -0.402
C 1.74 0.44 -6.57 -0.413
C 2.45 -0.84 -7.03 -0.039
C 5.93 -3.34 -3.84 -0.030
C 6.38 -4.32 1.67 -0.098
C -5.18 -1.68 -2.36 -0.199
C 4.02 -0.78 1.44 -0.016
C 4.38 -2.09 -2.23 -0.142
C -1.31 2.96 -3.66 -0.085
C 2.11 -4.06 -3.68 -0.083
C -5.99 -1.09 1.06 -0.060
C 4.09 1.85 4.32 -0.227
C 1.00 0.18 -2.03 -0.095
C -0.43 -4.83 3.39 -0.048
C -4.92 2.28 -1.57 -0.103
C 3.87 2.91 0.46 -0.206
C 0.49 -9.10 -1.92 -0.096
C 3.98 -5.28 -2.86 -0.197
C -0.91 -0.52 5.66 -0.125
C -0.18 -6.82 -1.54 -0.192
C -0.14 -5.63 -0.54 -0.370
C -2.09 0.83 1.69 -0.018
C -6.77 2.30 2.45 -0.403
C -0.32 0.69 -0.13 -0.188
C 1.21 1.26 -7.79 -0.198
C -0.84 0.08 1.16 -0.354
C -2.49 4.35 8.01 -0.079
C -1.88 5.18 4.41 -0.374
C 3.18 -0.59 -3.73 -0.105
C 0.91 2.31 -4.11 -0.119
C -5.95 1.11 1.95 -0.229
C 4.45 -6.29 -1.82 -0.394
C 0.52 4.55 -4.97 -0.159
C 1.89 2.93 -0.83 -0.092
C -7.74 2.77 1.35 -0.061
C -4.11 1.19 5.90 -0.394
H 0.25 -0.22 -2.72 0.119
H -7.36 1.97 3.30 0.137
H 2.48 1.07 -6.07 0.112
H 4.27 -5.50 -3.89 0.116
H 2.00 2.27 -4.24 0.135
H 2.94 -1.35 -6.20 0.053
H 5.52 2.25 2.28 0.023
H 2.55 -0.09 -2.98 0.018
H 6.58 -2.19 -2.15 0.148
H 0.41 1.01 2.62 0.045
H 6.07 -5.26 1.20 0.083
H 1.52 1.77 -10.46 0.087
H -1.20 5.76 6.34 0.127
H 1.19 3.68 -1.19 0.108
H 6.93 -3.78 -3.79 0.089
H 4.00 -3.26 2.39 0.138
H -7.25 -3.50 -4.56 0.075
H -0.73 -3.55 -0.30 0.055
H 6.25 -4.44 2.74 0.093
H -2.58 -1.32 -1.38 0.098
H 1.30 6.91 -5.77 0.071
H 2.12 3.28 2.56 0.055
H -6.20 -3.76 -1.03 0.063
H -5.88 -0.87 -2.12 0.119
H -5.59 -0.07 4.85 0.067
H -1.01 -0.99 1.09 0.120
H 3.24 1.88 3.63 0.104
H -2.10 5.12 -0.62 0.087
H 1.17 1.24 -2.23 0.026
H 2.19 2.35 -1.70 0.079
H -2.51 4.26 2.73 0.037
H 0.68 2.15 -7.43 0.112
H 0.55 6.20 -3.70 0.141
H -0.34 0.34 6.04 0.088
H 2.67 -1.43 -4.19 0.073
H 1.79 -3.08 0.47 0.055
H 4.82 5.56 -0.11 0.074
H 0.53 0.70 -8.44 0.131
H 0.96 4.51 2.95 0.087
H -4.77 2.76 -0.61 0.061
H 2.51 -3.15 -3.29 0.028
H -0.98 5.56 3.91 0.126
H 4.10 1.28 6.46 0.129
H -2.26 2.00 -6.02 0.088
H 3.88 -4.19 0.93 0.116
H 1.53 4.66 -5.38 0.133
H 3.45 2.25 1.22 0.094
H -1.66 5.23 -3.44 0.044
H -0.81 4.05 5.88 0.120
H 6.55 -5.74 -1.83 0.027
H 0.79 -9.98 -1.36 0.089
H -2.25 3.39 -0.42 0.057
H 1.19 -8.96 -2.75 0.076
H -1.38 4.30 0.75 0.066
H -8.15 3.72 1.68 0.071
H -5.59 2.86 -2.21 0.095
H 0.13 0.96 -5.46 -0.014
H -3.58 -3.00 5.93 0.089
H -5.36 -0.66 0.27 0.042
H 4.28 2.26 -0.32 0.135
H -0.23 -3.90 -1.91 0.056
H -3.93 3.23 5.63 0.037
H -7.87 -2.13 -3.77 0.080
H -1.36 -5.40 3.35 0.073
H 5.98 -2.52 -4.55 0.084
H 1.82 2.59 5.19 0.024
H -5.08 -3.55 -3.29 0.139
H 4.45 4.33 1.96 0.128
H -3.28 3.71 8.39 0.088
H 3.99 -2.11 -0.38 0.048
H -6.37 -2.07 -4.82 0.073
H -4.23 1.05 -3.80 0.112
H -1.78 1.79 2.09 0.065
H 1.62 0.27 4.92 0.056
H -5.17 0.77 2.63 0.106
H 5.10 -0.74 1.55 0.088
H -1.87 6.92 -3.84 0.080
H -1.14 -3.23 2.11 0.117
H -5.27 -1.38 1.82 0.097
H -3.17 -1.50 0.24 0.091
H -0.06 7.76 -5.45 0.072
H 4.44 2.89 4.32 0.125
H 0.09 -0.48 -5.98 0.091
H 0.33 -6.52 -2.46 0.116
H -3.95 1.30 6.98 0.134
H -0.45 -1.46 5.97 0.088
H 0.55 3.28 1.72 0.062
H 0.02 1.72 -0.01 0.086
H 6.53 3.47 2.28 0.069
H 1.75 -1.47 -7.58 0.085
H 1.69 -5.23 -1.25 0.032
H 7.44 -4.22 1.44 0.093
H -4.06 2.82 -4.07 0.134
H 4.15 -5.98 -0.82 0.123
H 3.09 -0.56 4.76 0.072
H 3.48 -0.69 2.39 0.071
H -2.57 0.26 2.49 0.053
H -0.23 2.81 -4.00 -0.112
H 2.97 3.39 5.90 0.066
H 3.53 -2.73 -2.37 0.088
H -3.07 3.60 4.05 0.042
H 0.11 -1.63 3.03 0.003
H -5.39 2.68 5.91 0.090
H -4.03 5.79 4.24 0.079
H -0.55 -5.88 0.44 0.123
H 4.21 -7.85 -3.02 0.069
H -2.93 7.06 4.76 0.074
H -1.25 3.23 -2.60 0.103
H 2.86 -7.43 -2.43 0.042
H 1.14 -2.73 2.60 0.032
H 0.46 1.91 -5.02 0.045
H 4.57 -4.30 -2.61 0.055
H -0.52 -9.26 -2.32 0.083
H 6.36 5.35 0.79 0.073
H -1.56 3.90 8.37 0.097
H 6.04 4.41 -0.66 0.082
H -2.87 1.03 0.95 0.060
H 1.03 -4.02 -3.72 0.086
H 6.24 -7.23 -0.99 0.087
H -2.68 5.38 8.31 0.093
H -0.42 3.01 3.84 0.025
H -2.15 1.44 4.98 0.114
H 0.17 -4.94 4.30 0.080
H -4.76 -3.98 5.04 0.085
H -0.84 -0.56 4.57 0.047
H -1.82 -4.44 -1.35 0.077
H -1.20 -7.15 -1.76 0.123
H -5.40 1.50 1.09 0.095
H -8.56 2.09 1.13 0.073
H -4.12 4.79 0.45 0.090
H 5.20 -4.06 -4.17 0.045
H 2.43 -4.16 -4.72 0.102
H -5.50 1.36 -1.46 0.073
H -1.34 -2.93 5.13 0.116
H -7.26 -2.79 -1.59 0.059
H 2.49 -0.38 6.37 0.084
H -5.15 3.57 2.24 0.032
H -5.01 -0.66 6.49 0.080
H -5.59 3.24 3.75 0.013
H -4.57 -2.33 4.66 0.062
H 4.24 -1.72 -1.17 0.072
H -1.18 0.65 -0.80 0.117
H -3.79 -0.14 -0.69 0.061
H -2.87 6.60 3.12 0.073
H -6.63 -1.84 0.60 0.089
H -2.71 0.62 -5.48 0.078
H -1.84 0.92 -3.32 0.125
H 1.65 -6.26 -0.06 0.067
H 3.76 0.11 0.86 0.061
H -4.51 -1.28 -3.13 0.116
H 1.90 -0.42 -2.22 0.059
H 1.80 -1.47 0.22 0.044
H 6.24 -7.18 -2.76 0.087
H 6.54 -4.54 -1.70 0.049
H -2.19 5.66 -5.00 0.089
H 1.13 3.12 -9.42 0.086
H -0.04 4.15 -5.82 0.137
H 5.54 -3.73 -0.59 0.059
H -6.19 0.55 6.32 0.077
H 6.06 0.50 5.47 0.087
H -2.06 -1.81 4.06 0.091
H 6.98 0.34 4.04 0.095
H 3.34 0.13 -4.53 0.082
H 0.19 -5.20 2.57 0.053
H 0.71 1.60 -3.30 0.052
H 6.66 1.97 4.68 0.092
H 1.03 -0.21 1.77 0.055
H 1.38 2.27 -0.13 0.049
H 3.25 -0.52 -7.70 0.083
H -3.26 0.15 4.29 0.095
H -1.67 3.82 -4.22 0.054
H -7.21 2.84 0.39 0.062
H 2.82 2.90 -10.08 0.091
```

Its total charge is 0. As for the spin multiplicity: 1. As for the orbital gap: 8.2 eV. The calculation puts the LUMO energy at 0.3 eV.

---

No. 4
A molecular structure, C4H9I2N at a distorted geometry, computed with the ωB97M-V functional and the def2-TZVPD basis.

Structure (XYZ):
```
16
Properties=species:S:1:pos:R:3:lowdin_charge:R:1
I -1.37 1.93 -0.96 0.781
I 0.46 -2.50 -1.14 0.814
N 0.24 -0.35 -1.08 -0.591
C 0.32 0.56 1.21 -0.139
C 1.45 0.38 -1.37 -0.221
C -0.50 0.09 0.04 -0.940
C -1.65 -0.73 0.53 -0.207
H 1.91 0.49 -0.42 0.052
H 2.09 -0.11 -2.00 0.038
H -1.38 -1.65 0.98 0.026
H 0.62 1.54 1.44 0.057
H 1.24 -0.01 1.35 0.089
H -0.24 0.25 2.06 0.069
H -2.23 -1.06 -0.26 0.038
H -2.24 -0.21 1.33 0.107
H 1.29 1.37 -1.72 0.027
```

Its total charge is 0. As for the spin multiplicity: 1. As for the orbital gap: 7.6 eV. The calculation puts the LUMO energy at -0.9 eV.

---

No. 5
9 unconnected molecules or ions with the total composition C23H47Cl16NO3S at a distorted geometry, computed with the ωB97M-V functional and the def2-TZVPD basis.

Structure (XYZ):
```
91
Properties=species:S:1:pos:R:3:lowdin_charge:R:1
Cl 7.46 1.12 1.37 0.553
Cl 2.54 1.80 4.93 0.561
Cl -0.98 6.87 2.11 0.555
Cl -0.92 11.28 6.97 0.544
Cl -11.13 -3.67 -9.43 0.532
Cl -6.89 -6.00 -6.20 0.553
Cl -6.48 -2.70 -5.45 0.530
Cl -2.03 -3.56 -3.62 0.609
Cl 1.38 3.43 2.13 0.570
Cl 1.04 -1.49 -4.99 0.549
Cl 8.87 -1.43 3.11 0.537
Cl 0.73 1.17 -2.92 0.557
Cl 0.97 7.64 4.78 0.563
Cl -2.45 8.67 8.54 0.541
Cl -2.37 -6.87 -4.32 0.569
Cl -12.04 -4.91 -6.38 0.533
S 3.39 -4.51 0.71 0.961
O 3.90 -3.76 2.06 -0.342
O 1.77 -4.34 1.13 -0.372
O 3.64 -3.67 -0.43 -0.397
N 1.01 -4.01 -0.03 0.030
C -5.76 -4.10 -4.60 -0.663
C 4.94 -2.77 1.91 -0.234
C -1.37 8.01 3.42 -0.656
C 0.44 -2.01 -1.22 -0.046
C 9.04 -1.11 1.37 -0.664
C -10.08 -3.91 -8.01 -0.670
C -0.48 -0.70 -4.49 -0.699
C -0.31 0.79 -4.33 -0.639
C -1.28 -4.93 -2.74 -0.612
C 2.46 3.55 4.65 -0.653
C -0.09 -2.24 1.28 -0.014
C -0.20 10.20 8.20 -0.650
C 0.50 -2.83 0.03 -0.386
C 9.05 0.37 1.06 -0.659
C 3.25 -0.98 1.12 -0.250
C 2.58 0.31 1.58 -0.153
C -0.73 8.80 8.09 -0.672
C -5.43 -5.23 -5.54 -0.669
C 1.27 3.97 3.83 -0.661
C -0.15 8.74 3.92 -0.640
C -10.47 -5.12 -7.20 -0.678
C -0.92 -6.07 -3.66 -0.638
C 4.41 -1.35 2.03 -0.178
H 0.35 3.58 4.24 0.072
H 1.78 0.59 0.89 0.048
H 0.48 -0.95 -0.96 0.052
H 5.23 -0.63 1.97 0.078
H -10.12 -3.00 -7.41 0.067
H -4.87 -6.00 -5.00 0.016
H 2.12 0.17 2.56 0.042
H -1.21 -0.91 -5.26 0.070
H -0.80 -1.17 -3.57 -0.012
H -9.72 -5.29 -6.43 0.032
H -0.41 10.63 9.18 0.069
H 5.61 -2.94 2.75 0.116
H 0.13 1.24 -5.21 0.068
H -0.45 9.51 4.63 0.034
H -1.86 7.45 4.22 0.069
H 9.98 -1.55 1.04 0.073
H -10.54 -6.01 -7.83 0.069
H 0.16 -1.18 1.34 0.068
H -1.97 -5.25 -1.96 0.076
H 1.27 -2.24 -1.87 0.083
H -1.28 1.25 -4.14 0.074
H -0.18 8.14 8.76 0.076
H -6.46 -4.42 -3.83 0.071
H 3.39 3.85 4.17 0.071
H -1.17 -2.33 1.20 0.096
H 5.54 -2.93 1.01 0.107
H -4.85 -3.75 -4.12 0.023
H 9.27 0.52 0.00 0.073
H -4.82 -4.89 -6.37 0.072
H 0.87 10.21 8.04 0.074
H 2.40 4.03 5.63 0.070
H -9.06 -4.03 -8.38 0.068
H 3.30 1.13 1.60 0.059
H 0.40 9.21 3.12 0.072
H 1.21 5.05 3.81 0.004
H -0.62 8.42 7.07 0.019
H -0.32 -5.72 -4.50 0.073
H -0.36 -6.82 -3.12 0.079
H -0.37 -4.56 -2.26 0.051
H 9.79 0.90 1.65 0.068
H 0.28 -2.74 2.17 0.084
H 3.58 -0.89 0.09 0.118
H 2.50 -1.78 1.19 0.067
H -2.08 8.73 3.02 0.076
H 8.22 -1.61 0.86 0.060
H 4.04 -1.27 3.06 0.121
H -0.47 -2.21 -1.79 0.035
```

Its total charge is 0. As for the spin multiplicity: 1. As for the orbital gap: 9.8 eV. The calculation puts the LUMO energy at 0.4 eV.